# 1
C4H11N2O | ωB97M-V with the def2-TZVPD basis set

Structure (XYZ):
```
18
Properties=species:S:1:pos:R:3:forces:R:3
O -0.6974 -1.5654 -1.7665 -0.1 0.1 0.2
N -2.2465 -1.2235 -0.1442 -0.6 0.0 0.5
N 1.3340 -0.9404 -0.4343 -0.4 0.1 1.2
C -1.0123 -1.1692 -0.6552 -0.3 0.4 -1.0
C 0.0361 -0.4080 0.1528 -0.5 -1.7 0.4
C -0.1811 1.1172 0.0745 1.5 -0.5 -0.1
C 0.9988 1.9132 0.7138 -0.4 -1.0 0.6
H 1.3815 -1.9565 -0.2906 -0.3 0.2 -0.5
H 0.0019 -0.8680 1.1792 0.2 1.1 -0.5
H 1.8539 2.2184 0.1346 0.0 -0.3 -1.2
H -0.3460 1.4473 -0.9625 -0.2 -0.3 0.3
H -2.4583 -1.1140 0.8347 0.3 0.2 0.0
H -1.0890 1.2134 0.6639 -0.1 0.6 -0.1
H -3.0531 -1.4292 -0.7152 0.3 -0.3 -0.3
H 1.3368 -0.7460 -1.4455 0.4 0.0 0.2
H 2.0694 -0.5790 0.1727 0.5 0.5 -0.8
H 1.4819 1.2093 1.4550 -0.8 1.4 0.2
H 0.5894 2.8804 1.0328 0.3 -0.5 0.9
```
Forces are in eV/Å.

Values from the calculation:
* highest occupied orbital energy: -14.68 eV
* Kohn-Sham gap: 11.20 eV
* spin multiplicity: 1
* net charge: +1
* energy above the lowest of the compared OMol25 structures with the same formula, charge and spin: 25.3 kcal/mol
* SMILES: CC[C@H]([NH3+])C(N)=O
* LUMO energy: -3.479 eV


# 2
C24H29N3O4 | ωB97M-V with the def2-TZVPD basis set

Structure (XYZ):
```
60
Properties=species:S:1:pos:R:3:forces:R:3
O 4.5168 0.3095 -1.6886 0.1 0.0 -0.2
O -1.6616 1.3567 -1.7661 0.2 0.0 -0.3
O 0.1767 2.3092 2.1639 0.0 0.2 0.2
O -5.9987 -0.1688 -0.6167 -0.2 0.0 0.0
N 2.8946 0.8007 -0.1491 -0.1 -0.2 0.3
N -3.4550 1.0357 -0.4537 -0.3 0.0 -0.1
N 0.0976 1.2042 0.1897 -0.2 -0.2 -0.1
C 3.3832 -2.3874 -1.6328 0.0 0.2 0.0
C 3.6895 -0.0416 -0.8760 -0.1 0.0 0.1
C 3.4092 -1.4795 -0.5795 0.1 -0.3 0.0
C -0.4218 -2.8593 2.0425 0.1 0.2 0.0
C -5.1069 -0.5161 0.4129 0.2 0.1 0.3
C 3.2133 -1.9311 0.7227 0.0 0.1 -0.1
C 1.8365 4.2311 0.6449 0.0 -0.1 0.0
C 3.9184 4.3300 -0.5260 -0.1 0.0 0.1
C -4.3701 1.3817 -1.5277 -0.1 -0.2 -0.4
C -5.3052 0.1988 -1.7891 0.2 0.3 -0.2
C 2.8842 2.1970 -0.1206 0.0 0.4 0.0
C 1.8129 2.8488 0.5090 0.2 0.2 0.0
C -2.1288 1.0343 -0.6853 0.3 0.1 0.3
C 0.6266 2.1228 1.0507 0.0 -0.2 -0.1
C 2.8796 4.9745 0.1252 0.0 0.1 0.0
C -0.4420 -1.4988 -0.7352 -0.3 0.0 0.1
C -1.1032 -0.9347 0.5221 0.2 0.2 0.1
C -4.1595 0.6464 0.7471 -0.2 -0.3 0.1
C 2.9200 -4.1678 -0.0954 0.0 -0.1 0.1
C 3.1266 -3.7246 -1.3915 0.0 0.0 -0.1
C -0.3674 -1.3565 1.7984 -0.3 -0.1 -0.1
C 2.9765 -3.2731 0.9609 0.0 -0.1 0.1
C -1.1943 0.6091 0.4503 -0.1 -0.1 0.1
C 3.9313 2.9523 -0.6397 0.2 -0.1 -0.1
H -4.5150 -1.3967 0.1152 0.0 0.1 0.1
H 3.0945 -4.4234 -2.2139 0.0 -0.1 -0.1
H -5.7208 -0.7698 1.2784 0.1 0.0 0.0
H 2.1638 0.3686 0.4018 0.2 -0.1 -0.2
H -1.4527 -3.2073 2.0584 -0.1 -0.1 0.0
H 0.3016 1.2939 -0.7998 0.0 0.1 0.1
H 2.7259 -5.2132 0.0943 0.0 -0.1 0.0
H 2.8381 -3.6215 1.9736 0.0 0.0 0.1
H -3.4749 0.3525 1.5384 0.0 0.0 0.0
H 0.1164 -3.3991 1.2682 0.0 -0.1 -0.1
H -0.8144 -0.8403 2.6512 0.1 0.1 0.0
H -0.5944 -2.5729 -0.7960 0.0 -0.1 0.0
H -3.7823 1.6189 -2.4145 -0.1 0.0 0.1
H 0.6748 -1.0395 1.7359 0.1 0.1 0.0
H 3.5602 -2.0268 -2.6347 0.0 0.0 -0.1
H 4.7354 4.9019 -0.9394 0.1 0.0 0.0
H -1.5281 1.0127 1.4123 0.0 -0.1 -0.2
H -4.7571 1.4998 1.0901 0.1 -0.1 0.1
H -0.8663 -1.0445 -1.6273 0.0 0.0 -0.2
H -6.0664 0.4635 -2.5236 0.1 0.0 0.0
H 3.2805 -1.2425 1.5538 0.0 0.1 0.1
H 2.8815 6.0488 0.2275 0.0 0.1 0.0
H 1.0162 4.7108 1.1574 -0.1 0.0 0.1
H 0.6289 -1.3104 -0.7308 0.1 0.0 0.0
H 0.0324 -3.0975 3.0011 0.0 -0.1 0.1
H -4.7194 -0.6553 -2.1618 0.0 0.1 0.0
H -4.9574 2.2558 -1.2271 0.0 0.0 0.0
H 4.7473 2.4507 -1.1322 0.0 0.0 0.0
H -2.1274 -1.3206 0.5761 0.0 0.0 0.0
```
Forces are in eV/Å.

Values from the calculation:
* highest occupied orbital energy: -8.62 eV
* Kohn-Sham gap: 9.18 eV
* spin multiplicity: 1
* net charge: 0
* energy above the lowest of the compared OMol25 structures with the same formula, charge and spin: 11.4 kcal/mol
* SMILES: CC[C@H](C)[C@@H](NC(=O)c1ccccc1NC(=O)c1ccccc1)C(=O)N1CCOCC1
* LUMO energy: 0.558 eV


# 3
H2O | ωB97M-V with the def2-TZVPD basis set

Structure (XYZ):
```
3
Properties=species:S:1:pos:R:3:forces:R:3
O 0.0476 0.2643 0.0052 2.2 0.0 0.4
H -0.0488 1.0929 0.4797 -0.9 -0.2 -0.3
H -0.7155 -0.1411 -0.3587 -1.3 0.2 -0.1
```
Forces are in eV/Å.

Values from the calculation:
* highest occupied orbital energy: -11.59 eV
* Kohn-Sham gap: 12.74 eV
* spin multiplicity: 1
* net charge: 0
* energy above the lowest of the compared OMol25 structures with the same formula, charge and spin: 2.8 kcal/mol
* SMILES: O
* LUMO energy: 1.154 eV


# 4
C26H42BrN3P2SV | ωB97M-V with the def2-TZVPD basis set

Structure (XYZ):
```
76
Properties=species:S:1:pos:R:3:forces:R:3
Br -4.4198 -0.1015 2.2256 -1.2 0.0 1.2
V -0.6288 0.9344 -1.7665 1.8 1.2 -0.1
S 0.9352 0.9199 3.1736 -0.2 0.0 0.2
P -0.9200 -1.2044 -0.6623 0.3 -2.3 1.7
P 2.2014 -0.4612 1.2706 1.6 -0.9 0.8
N 1.2127 -0.4178 5.4672 -0.7 0.5 -0.5
N -0.8852 -0.5088 4.5580 0.0 0.1 -0.3
N -0.7097 6.7386 -4.7846 0.1 -0.9 0.4
C -3.1445 2.5076 -0.5231 0.7 -0.3 0.4
C -0.8476 5.5601 -5.4015 0.0 0.1 -0.2
C -2.3007 -2.0619 -2.8600 -0.2 0.4 -1.0
C 3.6343 0.1019 -1.1699 0.3 0.3 0.0
C -0.7353 2.7844 -1.3251 -1.1 0.6 -1.9
C -3.5071 1.3547 1.5996 2.4 1.4 -1.8
C -0.0653 -2.9547 -0.6311 0.7 1.0 -0.8
C -2.1172 1.4759 1.8599 -0.8 -0.8 0.0
C -0.3420 6.6739 -3.5046 0.3 -0.1 0.2
C -1.2400 1.8964 0.8795 0.0 0.4 -0.5
C -1.9607 -1.8909 0.6982 -1.1 0.5 1.1
C 0.3709 -0.0534 4.4601 0.3 -0.7 1.1
C -1.7307 2.3406 -0.3677 0.3 1.5 0.8
C -3.1666 -2.7527 0.2409 0.0 -0.1 -0.1
C -0.3750 4.2278 -3.4195 0.1 1.7 -0.6
C -0.6666 4.2994 -4.8086 -0.1 0.1 0.6
C -3.9956 2.0867 0.4797 0.1 -0.3 0.2
C 4.9768 -0.6376 1.7943 0.5 -0.2 0.0
C -0.1432 5.4836 -2.7928 -0.5 0.0 -0.2
C -0.7999 -4.1626 -1.1782 0.0 -0.9 -0.4
C 2.5959 -0.7953 -0.4969 -0.6 0.1 -1.1
C -0.4625 3.0429 -2.5920 -0.2 -1.5 1.9
C 2.1444 -2.1110 2.1279 -0.6 0.1 0.0
C 3.7617 0.2752 1.8921 -0.1 0.5 0.1
C 3.0295 -3.2378 1.5906 0.2 -0.3 -0.1
C -2.1978 -0.8447 -1.9391 0.0 -1.1 -0.1
H -0.8427 3.4175 -5.4224 0.1 0.1 0.3
H 0.1240 -3.1160 0.4380 0.0 0.4 -0.4
H -1.3596 -2.5264 1.3680 0.0 0.5 -0.3
H -1.8867 0.0684 -2.5320 -1.5 -0.9 -0.8
H -1.2912 -2.4502 -3.0534 -0.5 -0.1 -0.1
H 2.8696 -1.8463 -0.6436 -0.1 0.1 0.3
H 0.9369 -2.8571 -1.0570 -0.3 -0.1 -0.3
H 4.6581 -0.1503 -0.8838 -0.2 0.1 0.0
H 4.9470 -1.4337 2.5468 0.0 0.2 -0.2
H -2.8476 -3.6559 -0.3026 -0.3 0.6 0.4
H 2.6790 -3.6290 0.6277 0.0 0.2 0.2
H -1.1656 -1.1194 5.3229 0.0 0.3 -0.3
H 2.3640 -1.9275 3.1912 0.0 0.1 -0.3
H -0.0900 -4.7818 -1.7307 -0.1 -0.2 0.2
H -5.0460 2.3093 0.4213 -0.4 -0.4 -0.3
H -2.3136 -1.0737 1.3273 -0.1 -0.1 -0.1
H 5.0893 -1.1013 0.8058 0.0 0.1 0.4
H 1.6406 -0.6431 -1.0355 0.4 -0.2 0.2
H 3.9114 1.1846 1.2942 0.0 -0.1 0.2
H -0.2197 7.6402 -3.0157 0.0 -0.3 0.1
H 3.5924 -0.0042 -2.2615 -0.2 0.0 0.3
H 3.5989 0.6043 2.9291 0.1 -0.1 -0.4
H 3.4585 1.1556 -0.9397 0.1 0.0 -0.1
H -2.7413 -1.8255 -3.8350 0.0 0.1 0.2
H 1.0881 -2.4204 2.0870 0.3 0.0 0.2
H -0.1497 1.9013 1.0353 -0.8 0.1 0.1
H 5.8943 -0.0621 1.9722 -0.3 0.0 0.0
H -3.8453 -2.1957 -0.4240 0.1 -0.2 0.5
H -1.5977 -0.2301 3.8817 0.5 -0.4 0.5
H -1.2682 -4.7695 -0.3967 0.4 0.0 -0.1
H -1.1459 5.6670 -6.4457 0.1 -0.4 0.2
H -1.5910 -3.9232 -1.8760 0.3 -0.2 0.1
H 2.1012 0.0681 5.5386 -0.3 -0.2 -0.1
H -3.5241 2.9038 -1.4556 -0.1 0.3 0.2
H -3.7274 -3.1033 1.1256 0.2 0.3 -0.4
H 3.0073 -4.0810 2.2938 -0.1 0.2 -0.1
H -2.9488 -2.8200 -2.3951 0.4 0.3 -0.3
H 4.0807 -2.9530 1.4850 -0.4 -0.1 0.0
H 0.0966 5.5559 -1.7310 0.0 -0.2 -0.3
H 0.7999 -0.7599 6.3318 0.3 0.1 -0.2
H -3.1636 -0.6472 -1.4595 0.3 0.4 -0.2
H -1.6732 1.1232 2.7789 -0.2 0.0 -0.1
```
Forces are in eV/Å.

Values from the calculation:
* highest occupied orbital energy (spin up / spin down): -13.53 / -12.73 eV
* Kohn-Sham gap (spin up / spin down): 7.48 / 4.99 eV
* spin multiplicity: 4
* net charge: +2
* expectation value of S²: 3.830
* energy above the lowest of the compared OMol25 structures with the same formula, charge and spin: 58.0 kcal/mol
* LUMO energy (spin up / spin down): -6.049 / -7.740 eV


# 5
C2H7NOS | ωB97M-V with the def2-TZVPD basis set

Structure (XYZ):
```
12
Properties=species:S:1:pos:R:3:forces:R:3
S 2.1497 -0.4081 -0.7111 1.0 0.8 4.4
O -1.3859 -0.5675 -0.8321 -0.3 -1.2 -1.0
N 1.7901 1.1172 -0.6363 0.4 -0.2 -1.8
C 2.5895 -0.8665 0.8696 -0.6 -2.8 -5.9
C -2.0450 0.1531 0.1380 -2.0 0.4 1.5
H -2.0481 1.1798 -0.2145 -0.8 0.5 0.3
H -3.1181 -0.2689 0.4711 2.1 1.0 -1.0
H -1.4651 0.1673 1.0301 0.6 -0.2 0.8
H 1.8962 1.4327 -1.6269 -0.5 -0.1 0.9
H -2.0315 -0.5127 -1.5417 0.5 -0.5 -0.6
H 2.5249 -0.4090 1.7812 -0.2 1.6 1.8
H 2.7580 -1.9585 0.7804 0.0 0.7 0.6
```
Forces are in eV/Å.

Values from the calculation:
* highest occupied orbital energy: -8.37 eV
* Kohn-Sham gap: 8.36 eV
* spin multiplicity: 1
* net charge: 0
* energy above the lowest of the compared OMol25 structures with the same formula, charge and spin: 89.5 kcal/mol
* LUMO energy: -0.017 eV


# 6
C4H6O2 | ωB97M-V with the def2-TZVPD basis set

Structure (XYZ):
```
12
Properties=species:S:1:pos:R:3:forces:R:3
O 1.9229 -1.1807 -0.7303 -0.2 0.4 0.3
O -0.1826 0.7769 1.3357 0.0 0.0 0.2
C -0.2826 1.4572 0.1044 0.0 0.2 -0.2
C 1.5029 -0.2777 -0.0500 0.1 -0.2 -0.2
C 0.0460 0.0203 0.1492 0.0 -0.2 -0.2
C -0.9241 -1.0783 -0.1909 0.0 0.0 0.0
H 0.5021 2.1906 -0.0882 -0.1 -0.1 0.0
H -0.5725 -1.6058 -1.0809 -0.1 0.1 0.1
H 2.1718 0.4305 0.4834 0.0 -0.1 -0.1
H -1.2857 1.7568 -0.1952 0.1 -0.1 0.0
H -1.9294 -0.6897 -0.3674 0.1 0.0 0.0
H -0.9688 -1.8000 0.6302 0.0 0.1 -0.1
```
Forces are in eV/Å.

Values from the calculation:
* highest occupied orbital energy: -10.07 eV
* Kohn-Sham gap: 10.93 eV
* spin multiplicity: 1
* net charge: 0
* energy above the lowest of the compared OMol25 structures with the same formula, charge and spin: 40.6 kcal/mol
* SMILES: C[C@@]1(C=O)CO1
* LUMO energy: 0.862 eV


Calculated values (eV) of energy for the records, taken in order: -9347.758 -38020.870 -2079.742 -157235.819 -16556.890 -8338.700.